1.
ORCA calculation (ωB97M-V/def2-TZVPD) on the molecule C6H10O.

```
17
Properties=species:S:1:pos:R:3:forces:R:3:lowdin_charge:R:1
C -2.04708 0.37863 -1.01795 0.127 0.349 0.004 -0.258
H 1.63900 -1.31711 0.65817 -0.080 0.096 -0.081 0.130
C 1.59362 0.82912 1.12015 0.017 0.088 0.193 -0.120
H 2.57990 0.78453 1.57354 -0.182 -0.029 -0.041 0.096
C 1.48529 0.63423 -0.36052 0.011 0.069 -0.239 -0.133
H -0.98568 0.04390 1.22910 0.055 -0.073 -0.088 0.114
H -0.41004 -0.85703 -1.53521 -0.082 -0.002 0.087 0.121
C 1.00168 -0.44059 0.56808 0.025 -0.173 -0.004 -0.299
H 0.92105 1.55262 1.57226 0.054 -0.136 -0.034 0.102
H -0.66019 -1.67381 1.17597 0.090 0.150 -0.058 0.108
C -1.17753 -0.82851 -0.75323 0.017 -0.038 -0.006 -0.152
H 2.38741 0.46592 -0.93962 -0.093 0.018 0.102 0.100
H 0.70420 1.19676 -0.86343 0.190 -0.009 0.021 0.085
C -0.49203 -0.73515 0.63698 -0.022 0.025 0.096 -0.156
O -1.62969 1.51405 -1.04330 -0.221 -0.470 0.017 0.040
H -3.13019 0.18770 -1.16371 0.059 0.035 -0.061 0.119
H -1.77971 -1.73527 -0.85728 0.034 0.101 0.093 0.104
```
Forces are in eV/Å.

Values from the calculation:
Energy above the lowest of the compared OMol25 structures with the same formula, charge and spin in kJ/mol: 91.94
LUMO energy in eV: 1.03
Total energy in eV: -8430.28746
Charge: 0
Spin multiplicity: 1
Structure (SMILES): O=CCCC1CC1
E_HOMO in eV: -9.835
Gap between HOMO and LUMO in hartree: 0.3994

2.
ORCA calculation (ωB97M-V/def2-TZVPD) on the molecule C6H10O.

```
17
Properties=species:S:1:pos:R:3:forces:R:3:lowdin_charge:R:1
H 1.08121 -0.91972 2.67522 -0.147 0.076 -0.097 0.075
C -1.02086 0.95475 -1.43596 0.149 -0.120 -0.029 -0.079
C -1.57826 0.75682 -0.05317 -0.159 0.052 -0.146 -0.206
H 1.24142 -1.97002 1.27136 0.013 0.104 -0.017 0.072
H 1.39460 0.78796 1.10465 -0.050 -0.088 -0.047 0.139
H 0.78710 -1.35647 -0.86675 -0.058 0.089 0.057 0.116
H -2.26070 1.57557 0.20042 0.037 -0.188 -0.058 0.122
C 0.63015 0.07882 0.76970 0.221 -0.084 -0.041 -0.371
H -2.16380 -0.18325 -0.00611 0.187 0.175 -0.005 0.127
C 0.65662 -1.14855 1.69408 0.012 -0.018 0.006 -0.037
H 0.61457 0.59864 -2.72264 -0.064 0.038 0.213 0.102
C 0.96470 -0.28588 -0.69619 0.007 -0.039 -0.028 -0.142
H -1.62732 1.47709 -2.17298 0.091 -0.094 0.114 0.102
H 2.04303 -0.14459 -0.83191 -0.149 -0.038 -0.053 0.116
H -0.36437 -1.50409 1.84608 0.034 -0.031 -0.052 0.082
C 0.18793 0.48679 -1.72627 -0.127 0.061 0.049 -0.098
O -0.58602 0.79612 0.95046 0.005 0.102 0.135 -0.120
```
Forces are in eV/Å.

Values from the calculation:
Energy above the lowest of the compared OMol25 structures with the same formula, charge and spin in kJ/mol: 66.79
LUMO energy in eV: 1.07
Total energy in eV: -8430.54811
Charge: 0
Spin multiplicity: 1
Structure (SMILES): C[C@H]1CC=CCO1
E_HOMO in eV: -9.417
Gap between HOMO and LUMO in hartree: 0.3855

3.
ORCA calculation (ωB97M-V/def2-TZVPD) on the molecule C6H10O.

```
17
Properties=species:S:1:pos:R:3:forces:R:3:lowdin_charge:R:1
C -0.74527 -0.47338 -1.38897 0.074 -0.125 0.113 -0.086
O -1.18883 1.32711 0.24593 -0.070 0.056 0.005 -0.137
H -1.51302 -0.91762 -2.01976 0.127 0.067 0.105 0.102
H 0.95618 -0.43178 2.16836 -0.053 0.063 -0.117 0.109
C 0.75921 0.14250 1.25476 0.015 0.080 0.016 -0.162
H -1.29541 -0.50253 1.20372 0.034 0.103 -0.008 0.120
C -0.81375 1.00502 -1.08676 0.088 0.001 -0.283 -0.203
C 0.22474 -1.22619 -0.87013 -0.137 0.089 -0.053 -0.110
H -1.55066 1.50088 -1.72601 0.138 -0.078 0.092 0.119
H 1.31292 1.08212 1.35949 -0.072 -0.101 -0.025 0.113
H -1.01217 0.93516 2.19207 0.054 -0.084 -0.107 0.123
H 0.25762 -2.29279 -1.08385 -0.027 0.135 0.017 0.101
C -0.74053 0.44423 1.25232 0.079 -0.196 0.221 -0.235
H 1.91674 0.02866 -0.58632 -0.113 -0.081 0.085 0.110
H 1.96844 -1.43669 0.36382 -0.123 0.116 -0.066 0.101
H 0.16817 1.45782 -1.30257 -0.105 -0.053 0.028 0.121
C 1.29562 -0.64252 0.02389 0.089 0.007 -0.024 -0.186
```
Forces are in eV/Å.

Values from the calculation:
Energy above the lowest of the compared OMol25 structures with the same formula, charge and spin in kJ/mol: 79.11
LUMO energy in eV: 1.08
Total energy in eV: -8430.42044
Charge: 0
Spin multiplicity: 1
Structure (SMILES): C1=CCOCCC1
E_HOMO in eV: -9.387
Gap between HOMO and LUMO in hartree: 0.3847

4.
ORCA calculation (ωB97M-V/def2-TZVPD) on the molecule C6H10O at a distorted geometry.

```
17
Properties=species:S:1:pos:R:3:forces:R:3:lowdin_charge:R:1
C 1.06673 -0.73939 0.59825 -4.778 2.584 -0.670 -0.038
H -2.65668 -1.33863 -1.06233 -2.440 -0.152 -2.744 0.029
O -1.05915 0.64352 1.00684 -0.447 1.075 1.481 0.009
H 0.37639 -1.47774 1.00946 0.664 -0.248 0.120 0.086
H 2.78609 -1.59113 1.03502 1.803 -1.727 0.878 0.026
C -1.40047 0.20653 -0.27117 -0.976 -0.880 -1.647 -0.276
H 1.50882 1.77662 -0.98048 1.592 -0.801 -0.994 0.048
C -0.00949 0.55367 0.11285 3.447 -3.541 -0.756 -0.409
C 0.67052 1.81520 -0.36972 -2.635 -0.007 2.218 -0.012
H -0.14289 2.24519 -0.97434 0.519 1.019 0.611 0.086
C 2.36792 -0.74827 0.63737 -1.119 2.191 -1.561 -0.003
H -2.01487 0.92004 -0.90842 1.004 -0.500 0.908 0.156
H 0.93884 2.26974 0.61333 -0.280 0.697 -1.081 0.111
H 2.85082 0.09256 0.14100 0.613 -0.398 0.412 0.063
C -1.89893 -1.25838 -0.40824 1.948 2.531 2.294 -0.013
H -1.05480 -1.80195 -0.69929 0.917 -1.436 -0.337 0.054
H -2.32885 -1.56756 0.51986 0.169 -0.407 0.869 0.084
```
Forces are in eV/Å.

Values from the calculation:
Energy above the lowest of the compared OMol25 structures with the same formula, charge and spin in kJ/mol: 278.54
LUMO energy in eV: 1.06
Total energy in eV: -8428.35348
Charge: 0
Spin multiplicity: 1
Structure (SMILES): C=C[C@]1(C)O[C@@H]1C
E_HOMO in eV: -9.791
Gap between HOMO and LUMO in hartree: 0.3989